Here is C3H6O3P2 as an isolated structure in a non-equilibrium geometry from OMol25. Energies are from ωB97M-V/def2-TZVPD.

E in hartree: -1026.24834
E_HOMO in eV: -8.60
Frontier orbital gap in Ha: 0.324
Energy relative to the best compared isomer or geometry (same formula, charge and spin) in eV: 1.8798
LUMO in hartree: 0.00838
F_max in eV/Å: 2.38
Spin multiplicity: 1

Geometry (Å):
1 P 2.108 -0.548 -1.053
2 P 0.163 -0.924 0.157
3 O 1.485 1.040 -1.132
4 O 2.782 -0.382 0.457
5 O -2.436 -0.804 -1.014
6 C 0.281 0.971 -0.389
7 C 1.802 -1.019 1.219
8 C -3.098 0.127 -0.607
9 H 1.786 -0.346 2.108
10 H -2.643 1.119 -0.325
11 H -4.142 -0.005 -0.456
12 H -0.622 1.282 -0.948
13 H 2.216 -2.080 1.460
14 H 0.319 1.570 0.524

Here is the molecule C3H6O3S in a non-equilibrium geometry from OMol25. Energies are from ωB97M-V/def2-TZVPD.

E in hartree: -741.60064
E_HOMO (spin up / spin down) in eV: -9.36 / -9.19
Frontier orbital gap (spin up / spin down) in Ha: 0.289 / 0.282
Energy relative to the best compared isomer or geometry (same formula, charge and spin) in eV: 4.9443
LUMO (spin up / spin down) in hartree: -0.05434 / -0.05600
F_max in eV/Å: 3.01
Spin multiplicity: 1

Geometry (Å):
1 S -1.145 0.041 -0.139
2 O 0.765 -1.119 -1.041
3 O -1.952 -0.845 0.637
4 O -0.093 0.732 0.895
5 C 1.741 -0.637 -0.289
6 C -2.149 1.303 -0.852
7 C 0.998 -0.204 1.120
8 H 2.490 -1.384 0.139
9 H 2.130 0.237 -0.787
10 H 0.392 -1.130 1.360
11 H -1.789 1.982 -1.627
12 H -3.083 0.861 -1.272
13 H 1.696 0.162 1.858